Formula: C26H78O13
Source: the Open Molecules 2025 dataset
Level of theory: the ωB97M-V functional and the def2-TZVPD basis

```
117
Properties=species:S:1:pos:R:3:forces:R:3:mulliken_charge:R:1
O -15.4088 8.1324 -8.5389 0.5 -0.6 -0.3 -0.492
O -9.8648 9.9373 -13.1704 -0.2 -0.1 0.0 -0.635
O -8.0272 10.1661 -11.0661 -0.5 -1.1 0.1 -0.658
O -8.6406 5.2853 -12.5572 -0.3 -0.3 -0.2 -0.302
O -11.9105 13.7665 -15.4465 -0.1 0.1 -0.4 -0.559
O -14.4584 7.2899 -15.6887 0.7 0.1 0.1 -0.663
O -10.3460 5.2995 -7.3546 -0.4 -0.3 0.0 -0.544
O -10.1907 6.5707 -16.4946 -0.2 -0.2 0.1 0.100
O -14.7559 12.7845 -12.5458 -0.1 0.2 0.8 -0.574
O -6.9828 9.9679 -13.8617 -0.2 -0.1 0.1 -0.245
O -14.6831 7.1693 -12.6722 0.3 -0.1 -0.4 -0.198
O -8.9098 9.1126 -15.9475 0.2 -0.3 -0.5 0.533
O -11.2154 5.6291 -14.0387 0.1 0.4 -0.5 0.089
C -9.5605 13.3563 -14.9396 -0.1 -0.2 -0.1 -1.061
C -14.0938 10.8557 -11.2696 -1.2 -1.0 0.5 -0.697
C -13.7491 9.2066 -16.9883 -0.9 -1.2 -0.2 -1.534
C -13.1722 8.7473 -7.7832 0.5 0.5 -0.6 -0.580
C -10.9786 9.0411 -13.4379 1.4 0.5 1.7 2.443
C -9.7275 6.3129 -18.8427 0.9 -0.8 0.2 -1.292
C -5.1100 8.7251 -14.8596 0.7 0.0 0.6 -0.965
C -8.7197 9.1760 -10.3096 -0.3 0.3 0.8 1.392
C -15.9147 7.7538 -12.3154 -1.2 0.2 1.9 0.134
C -11.6163 4.3762 -13.5043 -0.7 0.2 0.1 0.127
C -7.6458 6.7756 -14.1881 -0.8 0.2 0.0 1.276
C -8.9415 9.7102 -8.9075 0.3 0.3 0.8 -1.447
C -5.6327 10.0270 -14.2820 0.3 0.7 -0.3 -0.376
C -13.6327 8.4592 -15.6568 -0.3 0.5 -1.0 1.442
C -9.0037 9.8895 -17.1561 -0.5 0.5 1.0 0.169
C -7.9684 10.9987 -17.0748 -0.4 -0.2 -1.6 -1.330
C -17.1439 7.0362 -12.8580 0.3 0.2 -1.5 -1.345
C -10.0770 5.6044 -17.5310 -0.5 0.3 -0.8 -0.276
C -11.0177 12.9602 -14.7110 0.6 -0.9 0.5 0.924
C -11.1078 5.7347 -9.5430 -0.7 -0.1 -0.4 -0.322
C -14.6569 9.0023 -7.6848 -0.7 0.1 0.1 -0.428
C -11.3561 8.3080 -12.1502 0.1 -0.8 -0.5 -1.183
C -11.4533 3.2290 -14.5014 0.7 0.5 0.9 -1.308
C -13.6799 11.8857 -12.2788 0.2 -0.5 -1.0 0.173
C -7.4190 5.7781 -13.0688 1.5 0.8 0.1 -0.851
C -11.5535 5.4298 -8.1273 0.8 0.5 0.1 0.315
H -6.9522 10.6246 -17.1845 0.1 -0.1 0.6 0.271
H -16.2658 7.9516 -8.1506 -0.1 0.1 0.1 0.271
H -11.8497 3.5928 -15.4463 -0.1 -0.4 -0.1 0.221
H -11.8221 8.9780 -11.4322 -0.1 -0.1 0.0 0.762
H -11.1651 4.2367 -12.5199 0.3 -0.3 -0.2 0.030
H -10.7822 6.1904 -15.8174 0.3 0.2 0.1 -0.068
H -11.7971 9.7135 -13.6903 -0.2 -0.5 -0.8 -0.347
H -8.7125 7.0168 -14.2041 0.0 0.1 0.0 -0.892
H -14.4184 13.5819 -12.9571 0.1 0.0 0.0 0.285
H -11.9701 2.3560 -14.1048 -0.3 0.0 -0.3 0.441
H -9.3411 8.2564 -16.1223 0.1 -0.1 0.1 -0.343
H -13.0038 9.9821 -17.1341 -0.2 0.3 0.2 0.293
H -9.3574 14.4222 -14.8455 -0.2 0.1 0.1 0.407
H -8.3484 10.0041 -11.9649 0.3 0.5 -0.1 0.318
H -5.5134 8.4937 -15.8438 -0.2 -0.1 0.1 0.178
H -14.7826 9.5193 -17.1539 0.2 0.6 0.2 0.390
H -8.2065 8.2094 -10.2084 0.5 0.2 -0.4 0.191
H -8.1604 11.6430 -16.2239 0.5 -0.3 0.1 -0.091
H -10.5838 8.3295 -14.1598 -0.9 0.1 -0.5 -1.191
H -15.9246 8.8264 -12.5130 0.1 -0.1 -1.0 0.153
H -11.9864 7.4602 -12.4288 -0.5 0.4 0.1 -0.297
H -11.9558 6.0243 -10.1727 -0.1 0.0 0.1 0.015
H -10.5635 5.4832 -6.4360 0.1 -0.1 0.0 0.307
H -15.0984 10.4959 -11.5178 -0.1 0.3 -0.1 0.311
H -7.1309 7.7078 -13.9671 -0.3 -0.3 -0.1 -0.840
H -10.7071 4.8260 -9.9945 0.3 0.1 0.0 0.300
H -14.9825 8.8406 -6.6519 0.0 0.2 0.0 0.431
H -17.0017 6.9376 -13.9409 -0.1 0.1 0.0 0.289
H -9.9136 10.1824 -8.7560 -0.1 -0.2 -0.1 0.254
H -9.2863 13.0374 -15.9469 -0.1 0.4 0.0 0.301
H -5.0239 10.3484 -13.4350 -0.3 -0.4 0.3 0.392
H -11.1008 11.9067 -15.0186 -0.2 0.2 -0.3 -0.271
H -8.7683 8.9419 -8.1488 -0.4 -0.1 0.0 0.294
H -8.2170 10.4887 -8.6561 0.1 0.0 -0.3 0.406
H -14.3725 6.6019 -11.9626 -0.1 0.0 0.1 0.106
H -14.0161 9.0606 -14.8295 0.5 0.3 0.1 0.043
H -12.1380 6.2317 -7.6714 -0.1 -0.1 -0.4 -0.315
H -11.0234 5.0660 -17.6356 0.0 0.0 0.1 0.284
H -8.8953 12.8224 -14.2574 -0.1 -0.1 0.1 0.188
H -4.0181 8.7335 -14.9264 0.0 0.4 -0.3 0.469
H -5.2925 7.9295 -14.1343 -0.1 0.0 -0.3 0.258
H -10.5141 7.8163 -11.6521 0.0 0.2 -0.5 0.478
H -5.5079 10.8705 -14.9728 -0.1 -0.2 -0.3 0.313
H -10.3818 6.5419 -9.6108 0.1 0.0 0.2 0.038
H -12.5783 9.6069 -7.4607 -0.3 0.0 0.4 0.415
H -14.9532 10.0088 -8.0005 0.5 0.2 0.3 0.223
H -7.5444 9.7196 -14.6128 0.3 0.0 -0.3 -0.205
H -10.3750 5.9394 -13.6726 0.0 -0.6 0.3 -0.262
H -12.8454 8.6598 -8.8245 -0.3 -0.4 0.0 -0.110
H -8.0993 11.6063 -17.9809 -0.1 0.2 0.2 0.521
H -10.4026 2.9495 -14.5989 0.0 0.1 -0.2 0.288
H -13.5260 11.3829 -13.2465 0.5 -0.2 0.3 0.094
H -12.5511 14.1765 -14.8676 0.0 0.0 0.1 0.294
H -12.5654 8.2370 -15.5881 -0.1 -0.3 0.7 -0.614
H -9.6936 8.9155 -10.7393 0.6 0.6 0.1 -1.081
H -12.6921 4.4845 -13.3214 0.0 0.0 0.1 0.148
H -14.2997 6.8921 -14.8202 -0.4 -0.1 0.0 0.232
H -6.7164 4.9933 -13.3778 -0.4 -0.2 0.0 0.380
H -8.4463 4.5823 -11.9295 -0.1 0.1 0.0 0.221
H -9.8977 5.6714 -19.7095 -0.3 0.0 0.1 0.398
H -12.8423 7.8752 -7.2219 -0.2 0.1 -0.1 0.252
H -17.3255 6.0114 -12.5347 0.3 0.1 0.6 0.336
H -11.2895 12.8846 -13.6531 0.2 0.5 0.0 -0.115
H -7.3937 6.4594 -15.1990 0.1 -0.2 0.1 0.570
H -9.2949 4.8662 -17.3315 0.0 0.0 0.3 0.321
H -13.5457 9.9119 -11.2827 0.5 0.4 -0.2 0.039
H -12.7424 12.3708 -11.9912 -0.2 0.2 0.0 0.273
H -18.0494 7.6282 -12.7256 0.0 0.0 0.2 0.394
H -8.6380 6.4187 -18.8301 -0.1 0.6 -0.1 0.309
H -14.1684 11.1489 -10.2207 0.3 0.5 -0.1 0.327
H -9.1694 9.7338 -13.8041 -0.3 0.1 -0.2 0.296
H -10.2218 7.2681 -18.9881 -0.1 0.0 0.1 0.280
H -10.0061 10.3394 -17.1675 0.1 0.1 -0.1 0.081
H -6.8754 6.3506 -12.3015 -0.2 -0.3 0.3 0.397
H -16.0232 7.8277 -11.2237 0.3 -0.5 0.1 0.125
H -12.1572 4.5190 -8.1347 0.1 -0.1 0.2 0.261
H -8.9574 9.2740 -18.0564 0.5 -0.1 0.1 0.258
H -13.6249 8.4625 -17.7842 0.4 0.0 0.1 0.365
```
Forces are in eV/Å.

Computed properties:
Orbital gap, eV: 9.58
E_HOMO, eV: -9.151
LUMO energy, eV: 0.426
Relative energy (zero: lowest compared OMol25 entry of this formula, charge and spin), kJ/mol: 328.0
Total energy, a.u.: -2015.3428
M, g mol⁻¹: 598.9

Formula: C53H50CaF5N4SSb
Source: the Open Molecules 2025 dataset
Level of theory: the ωB97M-V functional and the def2-TZVPD basis

```
115
Properties=species:S:1:pos:R:3:forces:R:3:mulliken_charge:R:1
Sb 2.2053 -1.0968 1.9294 -0.4 0.3 0.0 0.446
Ca 0.0288 -0.1369 -0.9120 0.0 0.4 -0.2 2.950
S 0.6451 4.2656 1.3746 0.1 0.1 0.0 -0.356
F 5.0628 6.6276 0.6006 0.5 0.3 -0.1 -0.356
F 6.1405 4.5309 -0.7746 -0.1 -0.2 0.1 -0.376
F 2.6367 6.5010 1.6433 0.3 0.0 -0.2 -0.385
F 2.1452 2.1180 -0.0549 0.3 0.0 0.0 0.368
F 4.5890 2.1756 -1.0019 0.3 0.2 -0.1 -0.303
N 0.9156 -3.5567 -2.3333 -0.3 0.9 0.7 0.281
N 1.9390 -1.4187 -1.9752 0.0 -0.9 -0.3 1.178
N -0.7623 -2.5529 -0.9567 0.9 -0.2 -0.5 0.490
N -0.3239 0.5251 -3.0833 -0.1 0.0 0.0 -1.099
C -1.6417 0.1709 0.7499 -0.3 0.2 0.2 -1.210
C -3.0515 -1.9414 4.8481 -0.2 0.4 -0.4 -0.466
C -3.1017 1.5801 -7.2809 -0.4 0.2 0.1 -0.415
C -6.0460 2.0351 -0.6177 -0.2 0.2 -0.8 -0.447
C -0.2750 -3.6095 -1.6164 -0.6 0.4 0.2 0.200
C 3.0097 -0.6518 -2.2468 -0.4 0.8 0.5 -0.682
C -4.0891 -1.7342 5.7503 -0.3 0.3 0.4 -0.589
C 4.9071 4.4193 -0.2230 0.3 -0.1 -0.3 0.323
C 3.9891 -1.2304 3.1230 0.2 -0.1 -0.1 0.536
C 2.2792 4.3031 0.8506 -0.4 0.1 0.3 -0.100
C -7.5662 0.7819 0.7320 -0.2 0.3 -0.4 -0.722
C -1.9144 -2.6902 -0.3036 -1.2 0.5 0.8 -0.168
C 4.1504 3.2690 -0.3446 -0.3 -0.1 0.1 -0.013
C 4.1315 -2.3554 -3.4497 0.6 0.6 0.1 -0.727
C 4.1052 -1.0496 -2.9676 0.4 0.2 0.1 -0.655
C 0.4625 2.6900 -3.7339 0.3 0.5 0.2 0.410
C 1.9483 -3.2087 1.5249 0.3 -0.1 -0.3 1.574
C 0.6717 -0.4856 3.3284 -0.4 -0.2 -0.7 2.821
C -1.8405 2.7133 -5.5616 -0.2 -0.9 -0.3 -0.414
C 3.2001 -3.6395 0.7366 -0.4 0.0 -0.4 -1.532
C 0.6704 1.0446 3.3184 -0.4 -0.2 0.7 -1.540
C -5.1792 -0.3165 4.1143 0.4 0.3 0.1 -0.761
C -2.7579 0.2138 1.2846 0.4 -0.1 -0.2 -0.148
C -2.1381 -4.9575 -0.9405 -0.3 0.4 0.3 -0.661
C 3.1150 5.4248 0.9867 -1.1 0.0 0.5 0.569
C 0.3718 3.4653 -2.5743 0.0 -0.1 -0.2 -0.574
C -0.9659 -4.8179 -1.6479 0.2 -0.3 0.0 -1.007
C -5.1723 0.7033 1.1994 0.8 -0.2 0.1 0.526
C -5.1417 -0.8722 5.3810 0.3 -0.7 -0.4 -0.775
C -2.6389 0.3679 -6.7889 -0.1 0.3 0.0 -0.402
C 1.4849 2.9916 -4.6347 -0.1 0.1 0.4 -0.110
C -4.1174 -0.5021 3.1701 -0.3 -0.1 0.5 0.942
C -3.0669 -1.3496 3.5919 0.1 -0.1 0.4 -0.104
C 4.3622 5.4978 0.4555 0.3 -0.1 -0.1 0.371
C 3.0526 -3.1427 -3.2111 -0.3 -0.4 0.0 -0.759
C 1.6479 -4.2019 2.6266 -0.5 0.0 0.7 -1.422
C -2.6558 -3.8692 -0.2570 0.7 0.1 -0.1 -0.787
C -4.0309 0.1624 1.9181 -0.4 0.3 -0.5 -0.414
C 1.9518 -2.6600 -2.4685 0.4 0.5 -0.3 -0.051
C 2.4135 3.9969 -4.3702 0.3 -0.2 -0.6 -0.688
C 1.3006 4.4605 -2.3224 -0.3 0.2 0.5 -0.628
C -4.9748 1.5717 0.1019 0.0 0.1 0.2 -0.803
C 2.3224 4.7433 -3.2176 -0.5 -0.3 0.3 -0.510
C -2.7313 2.7529 -6.6317 0.3 0.2 -0.1 -0.601
C -7.3527 1.6538 -0.3281 -0.1 0.3 0.0 -0.444
C 2.8764 3.2385 0.1874 -0.1 -0.4 -0.3 -0.345
C 0.4857 -1.0289 4.7422 0.0 0.3 -0.1 -1.787
C -0.4045 1.4705 -3.9020 -0.2 -0.4 0.1 -1.125
C 3.8585 -1.7700 4.5502 -0.6 0.0 -0.4 -1.406
C -1.7747 0.3174 -5.7127 -0.1 0.1 0.1 -0.391
C -6.5034 0.3202 1.4601 0.2 -0.6 0.7 -0.506
C -1.3503 1.4894 -5.0887 0.2 0.3 -0.1 0.534
C 4.6307 0.1450 3.1739 0.2 0.2 0.1 -1.574
H -5.9439 0.4091 3.8661 0.0 -0.1 0.2 0.551
H -8.5650 0.4422 0.9720 -0.1 0.0 0.0 0.348
H 1.5647 2.3994 -5.5221 0.1 -0.3 -0.5 0.500
H 5.0171 -2.7475 -3.9512 -0.3 0.1 0.0 0.363
H -0.2115 -0.7746 2.7207 0.3 0.1 0.3 -1.632
H 1.5413 1.5064 3.7927 0.0 -0.2 0.2 0.307
H 2.5337 -4.4232 3.2326 0.0 0.0 -0.1 0.311
H 3.0728 -4.1485 -3.5971 -0.3 -0.3 0.1 0.435
H -6.6805 -0.4138 2.2445 0.0 0.2 -0.3 0.539
H 4.8499 -1.8155 4.9946 0.2 -0.1 0.3 0.499
H 3.0426 -4.6661 0.3765 0.2 0.0 0.0 0.401
H -2.9987 -0.5435 -7.2231 0.0 -0.4 -0.3 0.386
H 1.1885 -0.5462 5.4225 0.1 -0.1 0.1 0.360
H 3.0256 5.5184 -3.0051 0.4 0.4 0.1 0.455
H 1.2061 4.9770 -1.3709 0.0 0.2 -0.2 0.646
H -1.5453 3.6097 -5.0590 0.1 0.5 0.1 0.439
H -0.5629 -5.6556 -2.1924 0.1 -0.2 -0.1 0.455
H 4.1221 -3.6004 1.3287 -0.2 -0.1 0.0 0.390
H -3.9837 1.9088 -0.1705 0.1 -0.2 0.1 0.542
H -2.2572 -1.7603 0.2264 0.3 -0.8 -0.4 0.165
H 5.5713 0.0973 3.7385 0.0 0.1 -0.1 0.428
H 3.2492 4.1883 -5.0502 -0.3 -0.1 0.0 0.335
H -2.1844 -2.5124 5.1381 0.1 -0.3 0.1 0.371
H 4.8301 0.5436 2.1838 0.1 0.0 -0.2 0.338
H -5.9597 -0.6821 6.0693 0.1 0.1 0.0 0.340
H 3.3821 -2.7593 4.6028 0.2 0.2 0.0 0.173
H -5.8627 2.6712 -1.4901 0.0 0.0 0.3 0.325
H 0.8573 -3.8554 3.3210 0.3 -0.1 -0.4 0.191
H 1.2915 -5.1455 2.1937 0.1 0.0 0.1 0.412
H 4.9357 -0.3607 -3.0770 -0.1 -0.1 -0.1 0.549
H -3.5518 -3.9267 0.3388 -0.1 0.1 0.0 0.575
H -4.0510 -2.1692 6.7479 0.0 0.0 -0.2 0.344
H 0.5792 -2.1152 4.8441 0.0 0.1 -0.1 0.166
H -0.2456 1.3496 3.8482 0.3 0.2 0.0 0.464
H 3.2321 -1.0764 5.1346 0.3 -0.3 -0.1 0.230
H 3.9839 0.8761 3.6581 -0.1 0.0 0.2 0.310
H -3.0982 3.7208 -6.9596 -0.1 -0.1 -0.1 0.351
H -0.4256 3.3057 -1.8536 0.1 -0.2 0.0 0.543
H 2.9655 0.3645 -1.8287 0.1 -0.4 -0.2 0.242
H -2.6424 -5.9027 -0.8893 -0.1 -0.4 -0.2 0.406
H 0.6023 1.4846 2.3419 -0.1 0.1 -0.6 0.072
H 3.3602 -3.0110 -0.1530 0.0 -0.1 0.2 0.221
H -1.4725 -0.6494 -5.3359 0.2 0.1 0.2 0.377
H -3.8123 1.5959 -8.1090 0.2 0.1 0.2 0.332
H -2.2413 -1.4561 2.8968 0.1 -0.2 0.2 -0.048
H -8.1679 2.0730 -0.8988 -0.2 -0.1 -0.1 0.349
H 4.6286 -1.8671 2.4924 0.0 0.0 0.4 0.200
H 1.1079 -4.4044 -2.7881 0.2 -1.0 -0.5 0.064
H -0.5223 -0.7154 5.0544 0.2 -0.3 0.1 0.566
H 1.1067 -3.2286 0.8230 0.0 0.1 0.1 -0.867
```
Forces are in eV/Å.

Computed properties:
Orbital gap, eV: 3.38
E_HOMO, eV: -0.064
LUMO energy, eV: 3.319
Net charge: -2
Relative energy (zero: lowest compared OMol25 entry of this formula, charge and spin), kJ/mol: 0.0
Total energy, a.u.: -4083.9826
M, g mol⁻¹: 1031.9